[1]
19
Properties=species:S:1:pos:R:3:forces:R:3 method="wB97M-V/def2-TZVPD" lumo_ev=3.1 relative_energy_kcal_mol=10.35 orbital_gap_ha=0.2033 total_charge=-1
C -1.075957 -2.075598 -1.435793 -0.013 0.019 0.224
C -0.816506 -2.433909 0.017148 0.106 -0.151 0.169
S 0.966874 -2.747414 0.288093 -0.047 -0.023 -0.089
H -0.763611 -2.865912 -2.119178 -0.051 -0.075 0.002
H -0.541957 -1.159290 -1.669134 -0.039 0.061 -0.067
H -2.145066 -1.886895 -1.551252 0.013 -0.042 -0.182
H -1.119063 -1.606843 0.654131 0.066 0.090 -0.039
H -1.368000 -3.323417 0.325707 -0.031 0.026 -0.076
H 1.055434 -2.282511 1.539169 -0.038 0.016 0.008
C -0.113830 2.195532 0.253524 0.056 0.147 0.087
C 1.120763 2.648879 1.037437 -0.076 -0.124 0.023
S 2.648776 2.600575 0.053486 0.009 0.050 -0.031
N 0.007956 0.837928 -0.314415 0.213 0.366 0.036
H -0.260307 2.902899 -0.567656 -0.096 -0.074 -0.045
H -1.005962 2.241968 0.893062 0.001 -0.056 0.025
H 1.213223 1.994271 1.916990 0.014 -0.024 0.009
H 0.930108 3.653160 1.432311 -0.009 0.036 -0.046
H 0.610980 0.333552 0.337488 -0.109 -0.115 -0.040
H 0.656146 0.973024 -1.091118 0.032 -0.128 0.032

[2]
50
Properties=species:S:1:pos:R:3:forces:R:3 method="wB97M-V/def2-TZVPD" lumo_ev=-9.1 orbital_gap_ha=0.0800 total_charge=+2
C 1.933933 6.934478 -2.205256 -3.104 -2.851 -0.699
C 0.969616 5.799976 -2.412748 2.783 3.141 0.883
C 1.172971 4.275180 -1.834030 -1.187 0.252 -0.186
C -0.294593 3.578835 -1.441113 -3.247 -0.745 0.791
C -1.695161 4.434227 -1.311565 1.210 -2.932 0.245
C -3.174287 3.766134 -0.926694 1.553 -0.261 -0.399
N -4.340118 4.710236 -0.846566 -1.417 -7.142 1.094
C -5.581294 3.921829 -0.533647 2.405 -0.565 -0.019
C -5.665718 2.318639 -0.268140 3.592 0.762 -0.769
N -4.470694 1.410809 -0.338763 -0.962 6.204 -0.953
C -3.217232 2.156843 -0.698310 0.588 0.511 0.038
C -1.816652 1.300755 -0.823638 1.612 2.978 -0.573
C -0.332427 1.955855 -1.165821 -4.671 0.776 0.600
C 0.953990 0.939766 -1.203147 0.677 0.415 0.027
C 1.155792 0.072521 0.211221 -0.290 1.048 -0.253
C 2.107887 -1.230220 -0.081351 1.768 0.327 0.481
P 1.672874 -2.764393 1.038418 -3.391 3.186 0.539
O 0.094868 -2.777352 1.138350 4.481 -1.576 -0.551
O 2.375000 -4.141809 0.237614 -2.383 -0.019 2.191
C 1.703802 -5.402124 0.590335 1.044 -1.653 -0.276
C 0.302093 -5.693085 -0.210207 -0.278 0.434 1.482
O 2.341725 -2.401268 2.606633 -1.019 -2.251 -3.012
C 2.350000 -3.571265 3.497885 0.131 -0.906 1.434
C 0.864271 -4.066997 4.001589 -0.195 -1.169 -0.310
H 2.807740 6.927246 -1.426495 -1.738 -0.289 -1.835
H 1.766756 7.926270 -2.834163 0.257 -2.308 1.652
H -0.000612 6.050279 -3.039969 2.356 -0.866 1.133
H 1.648552 3.621887 -2.712280 -1.024 1.381 1.998
H 1.870662 4.227128 -0.870993 -1.463 0.270 -2.185
H -1.663120 5.606412 -1.503558 -0.109 -2.876 0.529
H -6.594791 4.540194 -0.425554 2.587 -1.424 -0.329
H -6.713758 1.838429 -0.003204 2.565 1.057 -0.620
H -1.867290 0.144688 -0.633434 -0.029 2.505 -0.379
H 0.933720 0.203038 -2.139832 -0.299 1.599 1.999
H 1.958835 1.561856 -1.319334 -2.263 -1.138 0.072
H 1.697871 0.830785 0.949026 -1.214 -1.923 -1.399
H 0.098689 -0.184036 0.643014 2.211 0.225 -0.812
H 2.117936 -1.490196 -1.223298 -0.226 0.096 2.273
H 3.238545 -0.977120 0.202530 -2.397 -0.446 -0.712
H 2.452981 -6.274755 0.270027 -1.561 2.073 0.604
H 1.503899 -5.558780 1.732504 0.234 0.609 -2.182
H -0.583264 -5.251428 0.456945 1.606 -0.531 -1.203
H 0.139882 -6.874618 -0.230015 1.351 2.127 0.283
H 0.221167 -5.194206 -1.265618 0.674 -0.795 1.626
H 2.959539 -4.428264 2.937360 -1.295 1.641 1.477
H 2.946208 -3.246821 4.472328 -1.164 -0.651 -2.318
H 1.018101 -5.009359 4.718174 -0.198 2.226 -1.368
H 0.231821 -3.248326 4.549024 1.515 -1.478 -1.090
H 0.183700 -4.481395 3.112737 1.514 1.107 1.752
Ba -1.784415 -6.786476 -1.436970 -1.593 -0.153 -0.774

[3]
116
Properties=species:S:1:pos:R:3:forces:R:3 method="wB97M-V/def2-TZVPD" lumo_ev=-2.7 orbital_gap_ha=0.2670 total_charge=+1
F -0.152493 3.357661 4.871731 -2.241 3.977 -0.813
C -0.831209 4.623873 4.512031 1.677 1.680 0.687
F 0.237781 5.506349 3.911637 -3.216 -2.882 1.951
F -1.288940 5.369840 5.742758 1.659 -3.031 -4.073
C -1.999844 4.488475 3.370236 -0.363 1.192 0.131
O -3.175333 3.699617 3.767764 2.806 -0.805 -0.894
C -2.968520 2.253660 3.597969 -1.667 -2.082 0.083
C -2.872357 1.758627 2.023085 1.403 1.409 0.420
C -1.273054 1.399638 1.760891 0.465 2.580 0.483
C -0.513616 2.134786 0.478014 -0.518 -2.635 0.208
O 0.770072 1.361741 0.558148 -0.757 -1.579 0.692
C 0.593534 0.021659 1.195921 2.096 0.457 1.648
N -0.879637 -0.062315 1.572316 -0.564 -0.086 -2.429
H -2.398685 5.596392 3.173154 1.005 -2.475 0.688
H -1.486931 4.154030 2.373323 -0.887 0.324 2.004
H -3.948620 1.728124 4.032364 2.078 1.529 -0.811
H -2.071813 1.802974 4.199413 -1.496 1.278 -0.954
H -3.107578 2.732079 1.373472 0.315 -2.480 1.049
H -3.603131 0.886201 1.751040 1.461 1.731 0.567
H -0.540081 1.708515 2.650915 -2.020 -0.483 -1.525
H -1.013380 1.774925 -0.525033 0.667 1.339 1.901
H -0.319155 3.304765 0.549845 -0.405 -2.845 0.002
H 1.125843 -0.012850 2.246482 -0.701 0.425 -2.102
H 1.036645 -0.919880 0.624969 -1.382 2.184 0.582
H -1.156682 -0.739578 2.319982 0.618 0.924 -0.462
H -1.321433 -0.408004 0.692470 -0.202 0.203 0.760
C -1.893284 4.423124 -2.579536 0.080 -0.140 0.055
S -3.530123 4.189247 -1.844779 -0.063 0.102 -0.352
O -3.405238 3.123933 -0.796145 0.295 -0.033 -0.097
C -4.287964 3.433584 -3.301871 -0.017 -0.191 0.048
H -1.232969 4.855527 -1.824406 -0.167 0.017 -0.033
H -1.488710 3.462116 -2.906164 -0.128 0.019 -0.004
H -1.967374 5.107442 -3.428182 -0.056 -0.057 0.117
H -3.739203 2.531900 -3.584731 0.052 0.047 0.065
H -4.287532 4.148532 -4.128064 0.030 0.010 0.151
H -5.319080 3.166823 -3.056765 0.158 0.120 0.083
C -7.742907 2.289594 6.151474 0.039 -0.085 0.025
S -7.651239 3.494300 4.804593 0.133 -0.201 -0.266
O -7.197059 2.763025 3.576148 0.028 0.198 0.611
C -6.229516 4.401678 5.455625 0.120 -0.005 0.003
H -8.550887 1.587392 5.934012 0.083 0.168 -0.069
H -6.800024 1.743016 6.229744 -0.034 0.089 -0.073
H -7.956852 2.805876 7.090442 0.001 0.009 -0.117
H -5.377653 3.727773 5.575467 -0.099 0.012 -0.057
H -6.490402 4.852192 6.416209 -0.055 -0.051 -0.091
H -5.968431 5.191182 4.746431 -0.125 -0.167 0.039
C -3.134058 -2.717654 -3.442028 -0.103 0.152 -0.215
S -3.750212 -1.310665 -4.398345 -0.029 -0.089 0.195
O -2.622469 -0.331252 -4.536445 -0.212 -0.088 0.302
C -4.863741 -0.682991 -3.119851 -0.009 0.066 0.119
H -2.385195 -3.241881 -4.040025 -0.170 0.214 0.175
H -2.675527 -2.367615 -2.514061 0.021 0.016 -0.147
H -3.959183 -3.398631 -3.219720 -0.021 0.115 -0.087
H -4.300797 -0.455200 -2.211341 0.134 0.015 -0.100
H -5.634989 -1.427174 -2.907455 0.047 0.069 -0.216
H -5.336405 0.230135 -3.490293 0.067 -0.170 -0.038
C 1.317361 -5.684394 -2.106306 -0.128 0.203 -0.116
S 0.657796 -4.531445 -3.334919 0.073 -0.264 0.201
O -0.775354 -4.266194 -2.980173 0.429 -0.251 -0.019
C 0.670468 -5.696594 -4.717214 -0.138 -0.043 -0.084
H 1.361952 -5.174488 -1.141311 0.004 0.074 -0.166
H 0.665476 -6.557442 -2.024235 0.099 0.085 -0.104
H 2.324129 -5.993418 -2.397688 -0.303 0.069 -0.021
H 0.057175 -6.568814 -4.477868 0.051 0.111 0.078
H 1.697238 -6.005333 -4.927380 -0.068 0.078 0.089
H 0.257860 -5.195266 -5.596340 0.058 0.029 0.180
C 4.785573 -6.439335 0.019670 -0.068 0.035 0.087
S 4.535683 -7.487758 -1.433660 -0.215 -0.210 0.195
O 3.096107 -7.909254 -1.443011 0.736 0.017 0.183
C 5.509262 -8.886590 -0.830429 -0.012 -0.135 0.024
H 4.227385 -5.511191 -0.122406 -0.025 -0.106 -0.063
H 4.420231 -6.947583 0.915276 -0.007 -0.035 -0.127
H 5.848257 -6.208308 0.126014 -0.044 -0.071 -0.091
H 5.099989 -9.247602 0.116328 -0.047 0.105 -0.098
H 6.549358 -8.579530 -0.697543 -0.101 0.042 -0.056
H 5.461973 -9.687126 -1.572955 -0.055 0.197 0.046
C 4.147868 -0.562050 0.084729 -0.010 -0.081 -0.027
S 4.481276 -2.336927 -0.026888 -0.017 0.207 0.092
O 3.217707 -3.056742 0.341057 0.109 0.255 0.094
C 5.587956 -2.414086 1.400620 -0.016 -0.046 0.113
H 3.438253 -0.292619 -0.700803 0.092 -0.142 0.002
H 3.716273 -0.322740 1.059593 0.091 -0.101 0.009
H 5.076547 -0.005219 -0.061815 -0.012 0.037 0.015
H 5.069348 -2.063471 2.296331 -0.028 -0.017 -0.123
H 6.471764 -1.799650 1.213278 -0.113 -0.026 -0.074
H 5.895291 -3.452952 1.544635 -0.109 0.118 -0.113
C -7.894195 -4.800464 -3.018253 0.089 -0.008 0.066
S -8.510348 -3.393474 -3.974571 0.211 0.154 0.007
O -7.382606 -2.414060 -4.112670 -0.379 -0.402 0.295
C -9.623877 -2.765799 -2.696076 0.008 0.108 0.098
H -7.145332 -5.324689 -3.616250 -0.132 0.143 -0.019
H -7.435663 -4.450423 -2.090286 -0.057 0.062 -0.086
H -8.719320 -5.481439 -2.795945 0.036 0.094 -0.070
H -9.060934 -2.538008 -1.787566 0.030 -0.042 -0.113
H -10.395126 -3.509982 -2.483680 0.087 0.026 -0.085
H -10.096542 -1.852674 -3.066519 0.127 -0.163 -0.052
C 8.055040 3.313999 -2.022741 0.180 -0.165 -0.099
S 6.418201 3.080122 -1.287983 0.405 0.103 -0.124
O 6.543084 2.014807 -0.239348 -0.073 -0.092 -0.328
C 5.660359 2.324458 -2.745076 -0.073 -0.186 0.004
H 8.715354 3.746400 -1.267611 -0.354 -0.058 -0.091
H 8.459613 2.352990 -2.349368 -0.208 -0.032 -0.018
H 7.980949 3.998316 -2.871387 -0.122 -0.048 0.070
H 6.209120 1.422773 -3.027936 0.020 0.092 0.073
H 5.660790 3.039406 -3.571268 0.026 -0.015 0.130
H 4.629243 2.057697 -2.499970 0.128 0.089 0.041
C 9.220998 3.288444 2.673389 0.139 0.010 -0.034
S 8.029632 4.247592 1.706699 0.029 0.047 0.079
O 8.733350 4.726983 0.471754 -0.074 0.047 0.741
C 7.930583 5.641709 2.853476 0.155 0.171 -0.025
H 9.461325 2.376913 2.121516 -0.139 0.157 -0.023
H 10.133452 3.869744 2.826427 -0.109 0.022 -0.063
H 8.779993 3.021032 3.636709 -0.039 0.055 -0.115
H 8.920881 6.081443 2.995348 -0.059 -0.073 -0.057
H 7.529835 5.301195 3.811179 0.014 -0.054 -0.121
H 7.259581 6.392479 2.428579 0.082 -0.190 -0.029